[1]
A cluster of 2 separate species, C3H7NO3S in total in a non-equilibrium geometry, computed with the ωB97M-V functional and the def2-TZVPD basis.

- multiplicity = 1
- total charge = -2
- energy relative to the best compared isomer or geometry (same formula, charge and spin) (eV) = 1.198
- frontier orbital gap (eV) = 5.71

Element x y z (Å)
S1 1.29 0.00 2.90
O1 -1.89 -0.35 -0.76
O2 -1.20 1.80 -0.53
O3 -0.30 -1.44 -2.74
N1 1.34 1.00 -0.03
C1 0.27 0.00 0.14
C2 -1.05 0.58 -0.51
C3 -0.10 -0.16 1.66
H1 0.48 -1.03 -0.14
H2 -0.88 0.56 1.92
H3 2.22 0.61 0.30
H4 1.20 1.69 0.68
H5 -0.55 -1.14 1.81
H6 -1.18 -1.24 -2.34
H7 0.34 -0.88 -2.35

=====

[2]
A structure of composition C29H24BaCl2N3O2S in a non-equilibrium geometry, computed with the ωB97M-V functional and the def2-TZVPD basis.

- multiplicity = 1
- total charge = -1
- frontier orbital gap (eV) = 7.00

Element x y z (Å)
Ba1 0.94 0.20 0.08
Cl1 -1.82 -1.13 0.48
Cl2 -0.57 -0.97 5.79
S1 0.48 -1.11 2.81
O1 1.11 -2.63 -3.66
O2 -1.82 3.45 -1.97
N1 1.33 -1.92 -1.47
N2 -0.19 0.31 -2.22
N3 -0.35 2.44 -0.49
C1 0.94 4.82 -1.58
C2 -1.21 -1.06 3.15
C3 -0.20 -0.81 -2.95
C4 3.97 -1.42 -0.44
C5 -0.51 4.66 2.46
C6 4.19 -3.89 -0.19
C7 -1.40 2.33 2.14
C8 2.42 -5.39 -0.74
C9 0.59 5.83 0.69
C10 -0.69 3.56 1.63
C11 -0.23 3.60 0.30
C12 2.13 -3.02 -1.12
C13 -3.99 -0.98 3.79
C14 0.84 -1.88 -2.71
C15 0.42 4.76 -0.17
C16 -1.14 1.23 -2.40
C17 -1.69 -1.01 4.48
C18 -1.12 2.50 -1.58
C19 0.21 -4.61 -1.60
C20 -2.15 1.06 -3.34
C21 -1.18 -1.04 -3.91
C22 1.62 -4.34 -1.16
C23 0.13 5.79 2.00
C24 -3.58 -1.03 2.47
C25 3.71 -5.19 -0.26
C26 -2.23 -1.07 2.17
C27 -2.17 -0.10 -4.10
C28 3.41 -2.81 -0.59
C29 -3.04 -0.97 4.80
H1 -0.48 -3.90 -1.14
H2 3.64 -0.78 -1.27
H3 3.67 -0.96 0.51
H4 -4.30 -1.03 1.67
H5 1.57 3.94 -1.79
H6 1.54 5.72 -1.73
H7 0.12 4.81 -2.29
H8 -1.90 2.54 3.09
H9 -2.95 -0.26 -4.83
H10 -2.13 1.97 1.42
H11 -5.04 -0.95 4.03
H12 0.27 6.65 2.65
H13 -0.88 4.61 3.48
H14 0.13 -4.48 -2.69
H15 -0.09 -5.62 -1.34
H16 4.32 -6.02 0.06
H17 -2.89 1.85 -3.44
H18 -0.69 1.52 2.34
H19 -1.13 -1.96 -4.48
H20 5.06 -1.43 -0.44
H21 1.10 6.72 0.33
H22 -3.33 -0.93 5.84
H23 2.01 -6.40 -0.77
H24 5.19 -3.71 0.20

=====

[3]
The molecule C4H2N2O in a non-equilibrium geometry, computed with the ωB97M-V functional and the def2-TZVPD basis.

- multiplicity = 1
- energy relative to the best compared isomer or geometry (same formula, charge and spin) (eV) = 4.678
- frontier orbital gap (eV) = 10.04

Element x y z (Å)
O1 -1.28 -1.64 0.18
N1 1.55 0.75 0.23
N2 -1.35 0.61 -0.21
C1 1.76 -1.32 0.39
C2 2.55 0.56 -0.44
C3 0.74 -0.48 0.28
C4 -0.73 -0.56 0.09
H1 -0.89 1.50 -0.19
H2 -2.35 0.57 -0.33

=====

[4]
A cluster of 12 separate species, C84H190N10O16 in total in a non-equilibrium geometry, computed with the ωB97M-V functional and the def2-TZVPD basis.

- multiplicity = 1
- energy relative to the best compared isomer or geometry (same formula, charge and spin) (eV) = 0.000
- frontier orbital gap (eV) = 8.66

Element x y z (Å)
O1 -0.29 -5.41 -5.58
O2 -5.87 1.59 -4.42
O3 -0.49 -1.10 -6.62
O4 -2.42 -1.35 -1.30
O5 -6.26 7.18 -3.23
O6 -2.42 -3.14 -6.75
O7 4.84 -2.99 -2.60
O8 -6.54 -3.07 -1.17
O9 -4.40 1.00 1.88
O10 -4.25 -3.65 2.62
O11 6.03 3.88 3.92
O12 -0.41 -2.72 8.08
O13 5.87 3.23 -1.66
O14 4.57 -4.65 4.12
O15 -1.44 6.51 1.73
O16 -2.10 -2.82 -10.59
N1 -4.71 -1.00 3.58
N2 4.64 0.65 -2.64
N3 -1.62 -0.36 -0.68
N4 6.23 2.46 3.91
N5 -5.69 -0.62 -1.57
N6 -5.34 6.17 -3.05
N7 5.61 -4.02 3.38
N8 -0.62 6.16 2.84
N9 0.49 -2.63 7.02
N10 0.45 -2.21 -9.35
C1 4.01 -3.72 1.60
C2 1.48 -1.36 5.21
C3 7.47 -5.63 4.06
C4 -0.81 -4.34 5.70
C5 6.77 -3.59 5.38
C6 7.05 0.52 2.77
C7 6.41 2.65 1.46
C8 0.43 5.23 2.37
C9 0.37 -1.33 6.31
C10 -6.50 1.38 -5.70
C11 4.60 2.39 5.73
C12 -4.60 -3.32 -5.67
C13 -5.41 0.20 3.84
C14 4.89 1.90 4.28
C15 0.41 4.40 4.74
C16 6.99 2.04 2.76
C17 -6.39 -0.82 -0.34
C18 5.32 -4.38 2.01
C19 -3.90 7.12 -4.75
C20 -2.96 5.59 -3.01
C21 -1.81 -1.51 1.45
C22 -4.70 4.37 -1.66
C23 -0.51 5.53 5.14
C24 -3.83 -3.11 -6.96
C25 0.44 -3.51 -4.24
C26 -0.05 1.47 -1.03
C27 -3.60 8.00 -2.48
C28 4.48 3.02 -1.74
C29 -5.42 -2.14 4.04
C30 -7.05 4.76 -1.95
C31 4.97 -1.71 -3.22
C32 1.56 -3.84 5.16
C33 0.54 -3.94 6.29
C34 0.85 -1.40 -7.02
C35 -3.96 6.72 -3.23
C36 -3.33 -3.32 -11.00
C37 1.00 -5.02 7.28
C38 6.38 -3.67 1.16
C39 -0.94 0.45 -1.71
C40 -0.71 0.20 -6.22
C41 -5.74 6.37 -0.49
C42 0.08 -5.02 -4.29
C43 -0.09 -2.40 -0.09
C44 7.88 -3.23 3.22
C45 4.89 -0.67 -2.12
C46 -6.70 -4.45 -1.03
C47 4.92 0.37 4.32
C48 -4.16 -1.71 -7.51
C49 -4.56 -3.38 3.93
C50 1.52 -2.60 4.31
C51 -1.22 -3.86 -10.12
C52 6.95 -4.16 3.95
C53 -4.67 1.39 3.27
C54 1.28 4.89 3.59
C55 4.18 1.58 -1.57
C56 5.07 -4.04 -3.54
C57 0.68 -0.31 7.30
C58 -4.43 2.04 0.95
C59 0.05 3.94 1.69
C60 -0.91 -1.07 5.53
C61 0.18 -3.43 -10.12
C62 5.35 -5.97 1.71
C63 0.12 -0.07 0.96
C64 7.82 -3.50 1.72
C65 -0.83 -1.07 0.32
C66 3.70 2.51 3.52
C67 -6.20 -2.34 0.01
C68 1.30 -5.87 -3.83
C69 -5.68 5.46 -1.79
C70 1.31 6.05 1.37
C71 -6.04 0.63 -2.30
C72 6.19 4.56 -1.41
C73 0.69 -2.61 -7.97
C74 8.43 2.56 2.99
C75 -1.96 1.24 -2.49
C76 -1.51 5.90 4.01
C77 -5.67 0.35 -3.76
C78 -0.12 -0.45 -2.58
C79 -3.84 -5.00 2.45
C80 -2.30 7.16 4.35
C81 5.62 -0.05 3.00
C82 -3.24 4.91 -1.67
C83 -2.49 4.73 3.82
C84 0.89 0.83 0.01
H1 2.55 -3.92 5.66
H2 -7.30 -4.84 -1.84
H3 5.59 0.04 5.19
H4 -6.26 -0.49 -4.25
H5 1.69 0.27 -0.47
H6 -6.37 2.36 -6.20
H7 6.25 -4.16 6.09
H8 7.29 4.65 -1.62
H9 -3.30 6.87 4.58
H10 5.44 1.03 -3.11
H11 5.86 -1.53 -3.81
H12 -3.11 4.55 4.70
H13 -2.79 8.46 -3.12
H14 -4.49 -5.61 3.06
H15 -5.63 -1.96 5.14
H16 3.86 -3.92 0.52
H17 -0.63 4.14 0.92
H18 6.07 -2.65 0.98
H19 6.42 3.73 1.43
H20 0.75 -2.22 -0.66
H21 -2.38 0.71 -3.42
H22 1.55 -1.73 -6.21
H23 -7.45 -0.72 -0.42
H24 0.83 5.92 0.39
H25 -6.18 -0.12 0.51
H26 -1.96 7.69 5.26
H27 8.89 -3.44 3.56
H28 1.76 -4.57 7.95
H29 -6.92 -2.54 0.80
H30 0.06 -0.38 8.21
H31 -3.72 1.60 3.75
H32 -4.54 -4.41 -5.43
H33 -7.01 4.18 -2.85
H34 -3.28 -3.91 -11.97
H35 -5.37 2.27 0.52
H36 -1.08 5.21 6.01
H37 -4.87 6.94 -0.19
H38 1.20 -0.50 -7.55
H39 -7.23 4.10 -1.09
H40 -2.16 3.77 3.55
H41 -5.79 -1.46 -2.13
H42 3.89 3.50 -0.90
H43 1.47 -5.53 -2.80
H44 -0.95 -1.76 4.70
H45 2.67 2.18 3.84
H46 -1.79 0.34 -5.94
H47 6.06 4.84 -0.38
H48 3.95 -0.05 4.32
H49 -5.22 -2.70 0.40
H50 -2.23 -2.49 1.22
H51 -4.49 8.05 -4.85
H52 -4.04 3.04 1.36
H53 6.58 4.09 4.70
H54 4.41 3.45 5.83
H55 9.05 2.07 2.21
H56 8.56 3.66 2.95
H57 8.48 -4.30 1.58
H58 8.26 -5.59 4.79
H59 1.32 -0.45 4.69
H60 -6.62 7.01 -0.64
H61 4.95 -6.54 2.50
H62 -1.33 -2.88 7.82
H63 -0.18 3.07 2.27
H64 2.22 5.47 1.35
H65 -6.37 -2.23 3.51
H66 1.04 4.10 5.51
H67 -0.97 -0.05 5.11
H68 -0.62 0.90 -7.04
H69 4.75 -6.20 0.87
H70 -5.56 1.54 -1.86
H71 -3.97 -2.47 -11.21
H72 -0.91 7.27 1.42
H73 7.78 -6.01 3.10
H74 -4.60 -1.21 2.57
H75 0.93 3.66 1.13
H76 -7.89 5.51 -2.04
H77 -7.11 -4.62 -0.08
H78 2.35 -1.42 5.84
H79 4.13 -1.50 -3.89
H80 3.79 3.57 3.66
H81 -4.81 3.69 -2.43
H82 8.69 2.14 3.95
H83 2.43 -2.55 3.74
H84 -4.66 0.06 -3.84
H85 5.36 2.40 1.28
H86 4.54 -4.93 -3.25
H87 4.72 -3.83 -4.58
H88 -0.85 -2.93 -0.77
H89 -2.67 4.00 -1.56
H90 0.82 -3.32 -3.22
H91 4.93 0.23 2.14
H92 -1.51 -4.28 -9.17
H93 1.66 -3.16 -8.03
H94 1.54 7.07 1.61
H95 5.55 5.22 -2.00
H96 -1.94 -2.25 -6.89
H97 -1.57 -4.11 6.42
H98 -3.84 -3.87 -10.24
H99 0.69 -0.55 1.74
H100 3.11 -4.04 2.11
H101 0.78 -4.28 -9.87
H102 6.14 -4.30 -3.61
H103 1.06 -6.93 -3.94
H104 -5.61 0.43 4.96
H105 3.78 1.74 6.15
H106 2.20 -5.68 -4.39
H107 0.12 6.33 5.45
H108 5.83 -0.74 -1.52
H109 0.23 -5.37 7.89
H110 6.41 -4.20 0.19
H111 -0.85 -3.86 4.71
H112 -4.41 8.77 -2.27
H113 -7.59 1.15 -5.65
H114 -5.38 2.25 3.29
H115 -0.62 -1.31 -2.94
H116 5.71 -1.13 3.01
H117 1.69 -0.36 7.53
H118 6.26 -2.65 5.19
H119 6.95 2.37 0.55
H120 4.16 -0.98 -1.45
H121 -1.22 -5.24 -5.82
H122 0.85 -0.82 -2.17
H123 3.06 1.46 -1.57
H124 4.00 -2.63 1.88
H125 4.53 1.24 -0.59
H126 1.46 1.61 0.56
H127 -3.86 1.71 0.07
H128 -7.08 0.85 -2.32
H129 2.01 4.27 3.18
H130 -4.11 -2.75 -4.86
H131 -0.04 -3.24 -7.55
H132 -1.21 -1.57 2.35
H133 1.89 5.76 3.86
H134 -3.01 4.82 -3.74
H135 -3.65 -1.43 -8.45
H136 -1.29 -4.74 -10.77
H137 -1.96 6.07 -3.07
H138 -3.25 5.09 3.08
H139 -2.87 1.54 -1.92
H140 7.76 -3.32 5.85
H141 -3.06 7.88 -1.56
H142 -5.26 -1.52 -7.55
H143 7.49 0.21 1.85
H144 -5.73 -4.95 -1.02
H145 0.62 -2.65 3.71
H146 0.13 -3.12 0.75
H147 -3.90 -5.25 1.38
H148 4.10 3.41 -2.67
H149 -0.78 -5.41 5.55
H150 -2.76 -5.10 2.77
H151 4.32 -4.02 4.78
H152 -3.00 5.46 -0.72
H153 1.17 -3.29 -5.03
H154 -2.63 -0.79 1.60
H155 -3.65 -3.21 4.54
H156 -5.63 -2.94 -5.59
H157 -2.36 7.92 3.54
H158 -6.41 0.19 3.43
H159 -3.87 -0.95 -6.72
H160 -0.49 -2.95 -4.48
H161 -1.87 -1.16 6.05
H162 -0.53 0.59 1.50
H163 -0.72 2.17 -0.51
H164 -2.80 7.34 -5.04
H165 -5.23 -4.17 4.35
H166 -0.01 0.51 -5.46
H167 -0.35 -1.61 -9.45
H168 6.63 -6.22 4.45
H169 7.69 -2.21 3.55
H170 -1.45 2.14 -2.82
H171 3.77 2.33 2.49
H172 -3.34 -1.00 -1.22
H173 7.72 0.17 3.53
H174 0.19 0.08 -3.49
H175 -0.05 3.44 4.37
H176 -5.89 0.69 -6.19
H177 -6.03 5.73 0.25
H178 1.41 -4.68 4.53
H179 -4.14 -3.77 -7.74
H180 5.53 2.12 6.23
H181 -4.36 6.44 -5.44
H182 0.55 0.66 6.82
H183 -0.76 -5.23 -3.58
H184 1.36 -5.88 6.70
H185 -6.18 7.77 -2.46
H186 0.54 1.99 -1.79
H187 8.34 -2.63 1.25
H188 6.36 -6.36 1.57
H189 0.58 -3.24 -11.14
H190 -4.87 3.87 -0.65

=====

[5]
A cluster of 3 separate species, C12H27NO10S2 in total, computed with the ωB97M-V functional and the def2-TZVPD basis.

- multiplicity = 1
- frontier orbital gap (eV) = 10.59

Element x y z (Å)
S1 -1.40 -3.28 -0.66
S2 -0.78 0.04 4.07
O1 -0.80 -4.35 0.34
O2 0.44 -0.03 3.32
O3 -1.63 -3.90 -1.93
O4 -1.57 -1.14 4.20
O5 2.83 4.23 -3.58
O6 -1.66 1.23 3.51
O7 4.58 3.63 -2.36
O8 -0.61 -2.09 -0.61
O9 -1.77 3.01 -0.51
O10 -0.44 2.21 -2.10
N1 3.03 2.04 -2.94
C1 0.34 -5.13 -0.12
C2 1.84 1.62 -3.69
C3 -2.92 -3.02 0.18
C4 1.10 0.52 -2.93
C5 1.64 -4.36 -0.03
C6 0.41 3.96 -0.64
C7 3.44 3.36 -3.04
C8 -1.89 1.27 2.07
C9 -2.96 0.30 1.64
C10 -0.46 0.71 5.66
C11 0.31 1.03 -1.73
C12 -0.71 3.04 -1.05
H1 0.10 -0.05 6.21
H2 3.79 1.38 -3.02
H3 -3.87 0.45 2.21
H4 -2.18 2.30 1.87
H5 0.98 1.26 -0.90
H6 0.45 -0.04 -3.61
H7 2.10 1.29 -4.70
H8 0.80 3.64 0.33
H9 -3.49 -3.94 0.16
H10 4.85 2.86 -1.84
H11 0.02 4.97 -0.53
H12 -0.94 1.08 1.57
H13 1.84 -0.18 -2.54
H14 1.66 -3.54 -0.74
H15 1.21 2.51 -3.79
H16 1.77 -3.95 0.97
H17 -3.44 -2.23 -0.36
H18 -3.17 0.47 0.58
H19 -2.70 -2.71 1.20
H20 0.13 -5.48 -1.13
H21 0.35 -5.99 0.55
H22 -2.64 -0.73 1.77
H23 1.22 3.96 -1.37
H24 -1.42 0.90 6.15
H25 0.12 1.62 5.55
H26 2.47 -5.03 -0.26
H27 -0.40 0.27 -1.40

=====

[6]
The ion C6H10N with charge +1 in a non-equilibrium geometry, computed with the ωB97M-V functional and the def2-TZVPD basis.

- multiplicity = 1
- total charge = +1
- energy relative to the best compared isomer or geometry (same formula, charge and spin) (eV) = 1.673
- frontier orbital gap (eV) = 8.95

Element x y z (Å)
N1 -1.14 0.57 0.01
C1 -1.45 1.71 0.39
C2 2.34 -1.87 -1.33
C3 0.11 -1.41 -0.46
C4 -1.06 -0.70 -0.07
C5 -1.51 2.34 1.71
C6 1.26 -0.95 -1.03
H1 -2.43 2.96 1.94
H2 1.60 0.04 -1.21
H3 -1.89 -1.18 0.16
H4 3.17 -1.37 -2.02
H5 0.28 -2.53 -0.35
H6 -1.39 1.64 2.60
H7 2.84 -2.13 -0.32
H8 -1.88 2.50 -0.24
H9 -0.80 3.14 1.90
H10 1.94 -2.77 -1.67

=====

[7]
A structure of composition C6H6O4S in a non-equilibrium geometry, computed with the ωB97M-V functional and the def2-TZVPD basis.

- multiplicity = 1
- energy relative to the best compared isomer or geometry (same formula, charge and spin) (eV) = 5.640
- frontier orbital gap (alpha / beta) (eV) = 7.25 / 7.25

Element x y z (Å)
S1 2.29 -0.90 1.79
O1 3.27 -1.88 1.29
O2 -0.06 -1.26 0.87
O3 2.54 1.84 -2.54
O4 2.60 -0.25 3.08
C1 0.63 -1.75 1.95
C2 -0.41 0.32 -0.79
C3 1.63 1.59 -1.85
C4 1.75 0.30 0.60
C5 0.60 -0.24 0.18
C6 0.17 1.61 -1.36
H1 -0.55 1.79 -2.25
H2 0.04 -1.59 2.92
H3 -1.30 0.48 -0.30
H4 0.70 -2.91 1.85
H5 0.23 2.20 -0.50
H6 -0.64 -0.36 -1.64